Formula: C41H46N4O4PScSi
Source: the Open Molecules 2025 dataset
Level of theory: wB97M-V/def2-TZVPD

Element x y z (Å)
Sc  -1.02339  0.44971  0.21351
P  0.25426  -0.63570  1.91877
Si  -0.50419  4.77733  -2.73890
O  -2.87386  1.33089  0.13010
O  -2.06665  3.00336  1.09111
O  -1.10512  -1.62506  0.08204
O  -1.48141  0.07452  -1.76592
N  -1.22902  -1.34761  -3.56812
N  7.70552  -3.00376  -3.66716
N  -1.39347  1.94416  1.71027
N  -4.45604  0.15402  1.27979
C  0.39866  4.36005  -4.33210
C  -0.03274  2.07219  5.08946
C  -1.20248  -2.18532  -1.22098
C  -1.45285  -2.39048  3.27728
C  0.64245  1.40337  6.10904
C  0.35431  0.21212  3.54984
C  5.43633  -2.09437  -2.79806
C  0.47574  6.07687  -1.80178
C  -0.07007  -3.42547  1.60978
C  4.47542  -1.62451  -3.70026
C  -5.35307  1.29777  1.19983
C  -0.81006  -2.63852  -4.08672
C  -1.18035  -0.23104  -4.49740
C  -0.94380  2.33894  2.85808
C  -5.04359  -1.07866  1.77964
C  -0.42831  -2.27014  2.31910
C  3.94421  -1.58108  -0.95641
C  2.85156  -1.84906  1.90709
C  -0.80697  2.24894  -1.01420
C  1.17288  0.14642  5.86823
C  1.72647  -0.60777  -1.37722
C  -2.34383  -1.16217  0.63601
C  4.75985  -0.80397  0.84244
C  3.25194  -1.13419  -3.23161
C  5.16775  -2.07136  -1.42495
C  -2.19809  5.47166  -3.15846
C  -0.65847  -4.66319  1.89523
C  -3.20657  0.24204  0.61478
C  2.60013  0.26932  0.79798
C  1.03114  -0.43938  4.60788
C  -0.68956  3.22939  -1.68298
C  -2.04914  -3.62288  3.55877
C  -1.31218  -1.05680  -2.21376
C  -0.18637  1.48982  3.81387
C  -1.64431  -4.76199  2.87348
C  2.02051  -0.78954  1.52338
C  2.98205  -1.11081  -1.85810
C  6.69059  -2.59704  -3.27844
C  3.95598  0.26453  0.46168
C  4.20851  -1.85995  1.56408
C  0.68286  -0.18965  -0.97749
H  -2.36427  2.59595  0.25606
H  4.83626  -2.69358  1.86775
H  1.70159  -0.38602  6.65549
H  -5.55142  -1.58241  0.95231
H  -6.09563  1.10288  0.42049
H  1.39513  3.96184  -4.11897
H  -1.12013  -3.45341  -3.42937
H  1.99369  1.12140  0.49149
H  3.74896  -1.56934  0.11491
H  -2.10347  6.37226  -3.77241
H  -2.83973  -3.68297  4.30249
H  -1.14077  3.37767  3.18293
H  1.47324  5.70346  -1.55206
H  2.51345  -0.77189  -3.94537
H  -1.71270  -0.50122  -5.41389
H  -1.82090  -1.51433  3.80824
H  -0.44668  3.05487  5.30469
H  -2.78957  4.73847  -3.71491
H  0.66488  -3.37807  0.80880
H  -5.85719  1.42681  2.16230
H  2.46488  -2.68034  2.49006
H  -2.05324  -2.86836  -1.30339
H  -1.64178  0.66658  -4.07662
H  -2.74485  5.73395  -2.24785
H  -0.15519  3.61079  -4.90558
H  -4.82606  2.22545  0.96333
H  5.90664  -2.43389  -0.71174
H  -5.76665  -0.84983  2.56839
H  0.28051  -2.64268  -4.17301
H  0.75018  1.86460  7.08775
H  -3.08070  -1.93466  0.38206
H  4.67131  -1.63656  -4.77149
H  5.81476  -0.81116  0.58199
H  -2.15797  -1.27018  1.71383
H  -0.27300  -2.73321  -1.39949
H  0.52008  1.40242  0.62764
H  0.59024  6.98205  -2.40561
H  -0.03230  6.34792  -0.87148
H  -0.13302  -0.01536  -4.73012
H  -0.35698  -5.54661  1.33887
H  4.37846  1.09758  -0.09393
H  0.51253  5.25240  -4.95481
H  -1.25878  -2.79882  -5.07127
H  -2.11085  -5.72009  3.08579
H  -4.28769  -1.74226  2.20243
H  1.46155  -1.42799  4.46175

LUMO energy (alpha / beta) (eV): -0.26 / -0.26
Kohn-Sham gap (alpha / beta) (eV): 5.97 / 5.97
Maximum force (Eh/bohr): 0.1520